The following is a DFT calculation (wB97M-V/def2-TZVPD) of C22H37O3PdSi as an isolated structure.

Properties
Molecular weight: 484.041 g mol⁻¹
Relative energy (zero: lowest compared OMol25 entry of this formula, charge and spin): 36.5 kcal per mole
HOMO level (alpha / beta): -0.010 / -0.113 hartree
⟨S²⟩: 2.01
Largest force on an atom: 7.4 eV Å⁻¹

Structure (ORCA input):
```
! wB97M-V def2-TZVPD RIJCOSX def2/J DEFGRID3
* xyz -1 3
Pd 1.8186 -0.3279 0.3269
Si 0.0551 -0.3626 5.8010
O 1.7196 -1.6276 -3.9476
O 0.1844 -0.4520 4.1122
O -2.3877 0.2735 -2.5977
C 1.6344 1.0742 1.8411
C -0.9095 0.3316 -2.5934
C 1.5928 1.7101 0.5382
C 2.8985 0.4409 1.9879
C 2.1968 -2.8266 -4.6280
C -2.7056 2.4999 -1.6604
C -0.4988 -1.5884 1.8968
C -3.2312 2.1336 -4.0967
C -2.3511 1.6997 -2.9215
C -1.3622 -1.1743 0.9009
C 3.6152 0.5769 0.7568
C 2.8320 1.3804 -0.1325
C -0.8506 -0.8451 3.1883
C -1.4153 0.7341 6.2602
C 0.9182 -0.8940 -4.9541
C 1.0309 -1.5050 -6.3523
C 1.6428 0.4548 6.3611
C 1.9682 -2.7204 -6.1820
C -1.7263 0.2685 2.6563
C -0.1274 -2.0821 6.5548
C -2.0818 -0.0095 1.3598
C -0.8146 1.6953 -3.3119
H -1.8715 2.5143 -0.9300
H -1.4609 0.8467 7.3569
H 1.7563 1.4740 5.9633
H -3.5507 2.0322 -1.1235
H 0.2463 -2.3983 1.9356
H -1.0579 -2.5561 6.2111
H -1.5217 -1.5664 3.6848
H -2.3719 0.3040 5.9237
H -1.4890 -1.5795 -0.1022
H -0.5099 -0.5408 -3.0931
H 2.9447 -2.5771 -6.6685
H -2.0285 1.0982 3.2946
H 0.0249 -1.8238 -6.6451
H 1.5496 -3.6243 -6.6606
H -0.2134 2.4928 -2.8654
H 1.6569 -3.7378 -4.2996
H -2.9744 3.5153 -1.9896
H 3.1425 1.6173 -1.1505
H 2.5375 -0.1173 6.0738
H -0.6455 1.6270 -4.4081
H -1.3197 1.7403 5.8192
H 1.1135 0.1954 -4.9194
H 0.8232 2.3995 0.1663
H -2.7755 0.5590 0.7292
H 1.3823 -0.8124 -7.1115
H -2.9665 1.6797 -5.0604
H 3.2072 -0.0009 2.9344
H 0.7258 -2.7216 6.2706
H -3.1744 3.2270 -4.1829
H 3.2670 -2.9573 -4.3841
H -4.2844 1.9097 -3.8965
H -0.1533 -1.0129 -4.7055
H -0.1696 -2.0771 7.6584
H 4.5252 0.0559 0.4631
H 1.6197 0.5307 7.4583
H -0.5203 0.2783 -1.5628
H 0.8912 1.1481 2.6520
*
```

Electronic structure analysis, Mulliken charges in units of e: number 1, Pd, carries 0.459; number 2, Si, carries 0.256; number 3, O, carries -0.371; number 4, O, carries -0.205; number 5, O, carries -0.559; number 6, C, carries -0.477; number 7, C, carries 0.774; number 8, C, carries -0.340; number 9, C, carries -0.143; number 10, C, carries -0.536; number 11, C, carries -1.464; number 12, C, carries -1.296; number 13, C, carries -1.665; number 14, C, carries 1.610; number 15, C, carries -0.580; number 16, C, carries -0.897; number 17, C, carries -0.561; number 18, C, carries 0.589; number 19, C, carries -1.094; number 20, C, carries -0.102; number 21, C, carries -0.672; number 22, C, carries -1.000; number 23, C, carries -0.421; number 24, C, carries -0.929; number 25, C, carries -1.094; number 26, C, carries -0.379; number 27, C, carries -0.573; number 28, H, carries 0.187; number 29, H, carries 0.367; number 30, H, carries 0.283; number 31, H, carries 0.263; number 32, H, carries 0.403; number 33, H, carries 0.304; number 34, H, carries 0.280; number 35, H, carries 0.310; number 36, H, carries 0.667; number 37, H, carries -0.280; number 38, H, carries 0.220; number 39, H, carries 0.345; number 40, H, carries 0.228; number 41, H, carries 0.275; number 42, H, carries 0.264; number 43, H, carries 0.254; number 44, H, carries 0.454; number 45, H, carries 0.364; number 46, H, carries 0.282; number 47, H, carries 0.242; number 48, H, carries 0.299; number 49, H, carries 0.375; number 50, H, carries 0.354; number 51, H, carries 0.436; number 52, H, carries 0.300; number 53, H, carries 0.368; number 54, H, carries 0.355; number 55, H, carries 0.281; number 56, H, carries 0.378; number 57, H, carries 0.306; number 58, H, carries 0.375; number 59, H, carries 0.289; number 60, H, carries 0.343; number 61, H, carries 0.352; number 62, H, carries 0.323; number 63, H, carries -0.525; number 64, H, carries 0.353